1.
The following is a DFT calculation (ωB97M-V with the def2-TZVPD basis set) of a structure of composition C41H56BCaN12O2S2Si.

Calculated values
LUMO energy: 2.071 eV
frontier orbital gap: 6.2052 eV
charge: -1

Last column: Mulliken charge in e.
CARTESIAN COORDINATES (ANGSTROEM)
Ca  12.747513  11.419376  10.137039  2.350
C  13.406445  6.817633  9.608756  -0.981
C  13.279107  6.733920  11.145583  1.648
C  12.528768  5.469831  11.564604  -1.897
C  12.582544  8.001311  11.715168  -0.551
C  11.604283  7.999684  12.774817  -0.833
C  11.489375  9.347438  13.072945  -0.885
N  12.463424  10.060980  12.374609  1.635
N  12.899531  9.219119  11.357633  -0.636
B  13.621506  10.909011  13.142229  -0.220
N  13.027109  12.393214  13.205430  -0.057
C  12.825420  13.214766  14.302126  -0.750
C  12.383310  14.459631  13.904967  -1.504
C  12.382756  14.355082  12.483744  -0.392
N  12.719915  13.123162  12.103622  0.875
C  11.895472  15.364146  11.465833  1.794
C  11.052585  16.440707  12.158956  -1.876
C  11.160468  14.595231  10.373415  -0.306
N  15.046056  10.805910  12.444351  0.058
C  16.164483  10.632808  13.154190  -0.559
C  17.232889  10.894239  12.246727  -0.851
C  16.677780  11.203925  11.008343  -0.808
N  15.327502  11.117861  11.133589  0.623
C  17.544263  11.389431  9.744704  2.680
C  18.119336  12.841008  9.630857  -1.469
C  18.736006  10.442141  9.830727  -1.933
H  14.168947  6.181186  9.187640  0.426
H  12.425618  6.568854  9.189827  0.487
H  13.604977  7.848731  9.192620  -0.389
H  14.326116  6.699777  11.566561  -0.231
H  11.439396  5.484573  11.405999  0.321
H  12.911641  4.636865  11.045469  0.510
H  12.815416  5.254561  12.641576  0.385
H  11.170208  7.121181  13.251837  0.475
H  10.851571  9.842805  13.828761  0.419
H  13.663575  10.571446  14.281591  -0.226
H  13.078077  12.849688  15.282888  0.491
H  12.261387  15.306835  14.537420  0.450
H  12.753014  15.881260  11.073385  0.048
H  10.158228  15.978940  12.600217  0.332
H  11.592118  16.888418  13.001743  0.402
H  10.831922  17.259725  11.434599  0.432
H  10.261018  14.075169  10.728219  -0.389
H  10.851691  15.275471  9.562741  0.465
H  11.791602  13.861667  9.823946  -0.428
H  16.122469  10.262941  14.194019  0.377
H  18.277179  10.895258  12.590552  0.309
H  16.939279  11.120215  8.797591  -0.723
H  18.763118  13.098603  10.454351  0.427
H  18.739113  12.993267  8.746490  0.439
H  17.332275  13.655725  9.613365  0.097
H  19.506943  10.907658  10.535239  0.376
H  18.394790  9.485772  10.210103  0.354
H  19.165352  10.309547  8.869890  0.466
N  16.312059  11.155031  5.264797  -0.227
C  17.011595  10.056545  5.623123  0.356
N  16.945041  9.509793  6.848028  0.193
C  17.550715  8.242477  6.795155  -0.118
C  18.179872  8.006131  5.540843  -0.596
S  17.932588  9.206664  4.403158  -0.289
C  17.571497  7.383251  7.960558  0.098
C  17.932623  6.065341  7.826817  -0.359
S  18.051916  5.338350  9.366144  -0.281
C  17.362328  6.858430  10.107388  0.343
N  17.302906  7.847386  9.230860  -0.022
N  17.143665  7.047802  11.404537  -0.368
H  15.543746  11.503956  5.839067  0.137
H  16.681062  11.769077  4.557581  0.218
H  18.637008  7.081871  5.242796  0.334
H  18.113642  5.444388  6.959435  0.394
H  17.328629  6.364403  12.110334  0.175
H  17.057108  8.049036  11.615845  0.198
C  12.171884  14.088597  5.295239  -1.597
C  13.347434  13.692531  6.107873  0.280
O  13.979306  12.656590  5.881914  -0.610
C  13.800209  14.622092  7.183800  0.331
C  14.107818  15.967336  6.954457  -0.371
C  14.707719  16.820187  7.893434  -1.059
C  15.227913  16.327331  9.074886  -0.560
C  14.950123  14.995082  9.304140  -0.179
C  14.151634  14.200283  8.467049  -0.078
O  13.675464  13.013713  8.871524  -1.210
H  12.065817  13.277638  4.613241  0.462
H  12.444010  14.905882  4.628551  0.376
H  11.364344  14.346607  5.945744  0.357
H  13.864684  16.412561  6.000817  0.341
H  14.930853  17.831269  7.605472  0.342
H  15.752454  16.955002  9.847779  0.360
H  15.274418  14.529399  10.241075  0.862
C  13.088971  9.520973  6.808678  -0.509
C  11.727222  9.341617  7.409485  0.407
C  10.718514  8.669202  6.695935  -0.936
C  9.427939  8.505146  7.234399  -0.719
C  9.141654  9.094243  8.480902  -0.955
C  10.188849  9.967782  9.096944  0.121
N  11.509457  9.878487  8.601826  0.668
N  10.063419  10.867386  10.064223  0.275
Si  8.506722  11.152946  10.825327  0.414
C  7.474963  12.042195  9.461058  -1.127
C  8.709024  12.311248  12.268481  -0.559
C  7.802278  9.564374  11.613835  -1.236
H  13.148398  9.187293  5.808439  0.561
H  13.795790  8.951894  7.387388  0.068
H  13.340106  10.566858  6.728615  -0.389
H  10.938668  8.142578  5.755127  0.298
H  8.689192  7.861515  6.739819  0.365
H  8.148894  9.135090  8.919615  0.299
H  8.218164  12.559471  8.752773  0.163
H  6.791902  12.836529  9.920506  0.350
H  6.786009  11.366846  8.930811  0.354
H  8.985140  11.844995  13.245518  0.281
H  7.758382  12.861014  12.406330  0.400
H  9.454690  13.038080  12.063282  -0.114
H  7.910241  9.683838  12.714028  0.346
H  8.372764  8.630369  11.382115  0.276
H  6.753456  9.348668  11.385125  0.412

Cartesian forces (eV/Å) of the 2 atoms listed first:
0.04 0.17 -0.34
-0.68 1.48 -0.37


2.
The following is a DFT calculation (ωB97M-V with the def2-TZVPD basis set) of a structure of composition CBrIOS.

Calculated values
LUMO energy: -1.029 eV
frontier orbital gap: 8.7816 eV

Last column: Mulliken charge in e.
CARTESIAN COORDINATES (ANGSTROEM)
C  -0.236825  0.208968  -0.275400  0.281
O  -0.135168  -1.288683  0.199193  -0.527
S  1.179587  1.037159  -0.133249  0.030
Br  2.421316  -0.288603  0.881918  0.025
I  -1.867766  1.396405  -0.942694  0.191

Cartesian forces (eV/Å) of the 2 atoms listed first:
-0.13 -8.80 2.75
-1.76 8.71 -3.05


3.
The following is a DFT calculation (ωB97M-V with the def2-TZVPD basis set) of a cluster of 2 separate species, C3H5NO2S in total.

Calculated values
LUMO energy: -0.470 eV
frontier orbital gap: 8.9491 eV

Last column: Mulliken charge in e.
CARTESIAN COORDINATES (ANGSTROEM)
C  -1.008821  0.408378  0.473563  -0.054
C  0.040709  -0.800656  0.496135  -0.505
C  0.276639  1.194974  -0.069563  0.310
H  -2.021931  -0.025370  -1.572981  0.138
H  -1.120325  1.007833  1.390468  0.282
H  0.507608  -0.773845  1.586867  0.267
H  -0.561610  -1.698571  0.145716  0.335
H  2.431306  -1.487955  -1.090855  0.378
N  0.900721  -0.023765  -0.551045  0.100
O  2.221366  -0.346515  -0.327922  -0.526
O  0.844456  2.312655  -0.109060  -0.551
S  -2.510123  0.232834  -0.371326  -0.174

Cartesian forces (eV/Å) of the 2 atoms listed first:
3.82 1.46 0.61
-1.90 1.37 0.81